Density functional theory data (ωB97M-V with the def2-TZVPD basis set) for a molecular structure, CHBr2Cl2P in a non-equilibrium geometry.

Summary:
Strongest force on any atom in eV Å⁻¹: 2.31
Net charge: 0
Total energy in eV: -175472.7465
Energy above the lowest of the compared OMol25 structures with the same formula, charge and spin in kcal per mole: 1.27
Spin multiplicity: 1
LUMO in eV: 0.30

Last column: natural (NBO) charge in e.
CARTESIAN COORDINATES (ANGSTROEM)
Cl1 -0.6981 0.9642 -2.0768  -0.26
Br1 -2.1310 -0.1536 1.0388  0.09
H1 -0.2159 -1.4304 -0.0527  0.26
Cl2 2.1491 0.4460 -0.9218  -0.25
P1 0.3772 1.1543 -0.4184  0.85
Br2 0.8382 -0.6009 2.0313  0.01
C1 -0.3195 -0.3797 0.3995  -0.71

Density functional theory data (ωB97M-V with the def2-TZVPD basis set) for a molecular structure, CHBr2O2S in a non-equilibrium geometry.

Summary:
Strongest force on any atom in eV Å⁻¹: 2.44
Net charge: -1
Total energy in eV: -156069.3567
Energy above the lowest of the compared OMol25 structures with the same formula, charge and spin in kcal per mole: 19.00
Spin multiplicity: 1
LUMO in eV: 3.22

Last column: natural (NBO) charge in e.
CARTESIAN COORDINATES (ANGSTROEM)
O1 -0.3756 -0.2894 -1.9349  -1.03
O2 1.5756 0.8444 -1.0473  -1.04
C1 -0.3443 0.0556 0.6717  -0.64
Br1 0.6206 0.6799 2.1756  0.02
Br2 -1.2429 -1.6542 1.0088  -0.06
H1 -0.9838 0.7532 0.1383  0.22
S1 0.7504 -0.3894 -1.0122  1.53

Density functional theory data (ωB97M-V with the def2-TZVPD basis set) for 2 unconnected molecules or ions with the total composition CHBrCl2S in a non-equilibrium geometry.

Summary:
Strongest force on any atom in eV Å⁻¹: 1.68
Net charge: 0
Total energy in eV: -106972.5174
Energy above the lowest of the compared OMol25 structures with the same formula, charge and spin in kcal per mole: 60.54
Spin multiplicity: 1
LUMO (spin up / spin down) in eV: -1.34 / -2.24

Last column: natural (NBO) charge in e.
CARTESIAN COORDINATES (ANGSTROEM)
S1 -0.2796 0.9315 0.6599  -0.15
Cl1 -2.5202 -1.3673 -1.5551  0.11
H1 0.7666 0.6367 -0.1943  0.11
C1 -2.8263 -0.5643 -0.0848  -0.25
Cl2 -2.9692 -1.5127 1.3449  0.08
Br1 -4.1487 0.9168 0.0177  0.10

Density functional theory data (ωB97M-V with the def2-TZVPD basis set) for a single CHBrClNO2 molecule in a non-equilibrium geometry.

Summary:
Strongest force on any atom in eV Å⁻¹: 2.46
Net charge: 0
Total energy in eV: -89197.7582
Energy above the lowest of the compared OMol25 structures with the same formula, charge and spin in kcal per mole: 42.44
SMILES: [O-]/[N+](=C\Cl)OBr
Spin multiplicity: 1
LUMO in eV: -0.33

Last column: natural (NBO) charge in e.
CARTESIAN COORDINATES (ANGSTROEM)
Br1 2.6615 -0.4022 0.6131  0.38
O1 1.0143 -0.8363 0.1220  -0.49
O2 0.6097 1.3563 0.4779  -0.42
C1 -0.9877 -0.1432 -0.3522  -0.15
H1 -1.1351 -1.0836 -0.7943  0.24
N1 0.1314 0.2825 0.1537  0.35
Cl1 -2.2941 0.8265 -0.2203  0.09